(1)
Density functional theory data (wB97M-V/def2-TZVPD) for a structure of composition CuH9O9S at a distorted geometry.

Values from the calculation:
HOMO level = 1.26 eV
Frontier orbital gap = 2.141 eV

Geometry as ORCA input:
```
! RIJCOSX wB97M-V def2-TZVPD def2/J DEFGRID3
* xyz -2 1
H -2.47200 -0.77737 -2.50916
H 1.10965 -0.65910 -3.73013
S -0.29338 -3.73291 1.60720
H -1.27433 2.43051 2.59309
O -0.05718 4.13586 -0.34434
H 0.48003 4.91108 -0.18107
H -0.57622 1.60937 3.65624
H -2.27454 -1.44229 -1.16351
H -0.80268 4.46227 -0.84825
H 3.65306 1.18561 -0.00430
O -0.94735 -3.50731 0.32659
O 3.43976 0.81121 0.87255
O 0.22163 -5.09412 1.76205
O -1.22978 1.54739 2.95964
O 0.75232 -2.79768 1.76705
H 2.23311 0.27182 -4.13402
O -2.44878 -0.59343 -1.57009
O 1.41684 0.24246 -3.63495
Cu 0.27534 0.80756 -0.16411
O -1.20553 -3.81093 2.73956
*
```


(2)
Density functional theory data (wB97M-V/def2-TZVPD) for the molecule C9H6I2O3 at a distorted geometry.

Values from the calculation:
HOMO level = -8.94 eV
SMILES = O=C(I)/C(I)=C(\O)c1ccc(O)cc1
Frontier orbital gap = 8.537 eV

Geometry as ORCA input:
```
! RIJCOSX wB97M-V def2-TZVPD def2/J DEFGRID3
* xyz 0 1
C -2.79259 -0.42348 -0.23507
I 2.04190 -2.44033 -0.01185
H -0.35353 0.59924 2.09196
C 3.88833 -0.03048 0.62609
O 1.69480 1.85649 0.54750
C -0.53489 -0.15266 -1.17862
H -0.11111 -0.20785 -2.22204
C 0.01213 0.23448 0.03102
H -2.99759 0.02951 1.73323
H -4.08199 -1.56716 -0.99406
I 4.78369 1.84247 -0.24618
C -0.87312 0.31358 1.13146
C -2.21698 -0.06137 1.00029
O -4.04123 -0.84717 -0.32437
H -2.11325 -0.70083 -2.33838
C -1.90909 -0.31950 -1.35778
C 1.44230 0.51099 0.29239
C 2.47812 -0.36115 0.13802
H 1.04786 2.42633 0.10376
O 4.63625 -0.70112 1.21262
*
```


(3)
Density functional theory data (wB97M-V/def2-TZVPD) for a cluster of 2 separate species, C4H6ClNOS in total at a distorted geometry.

Values from the calculation:
HOMO level (spin up / spin down) = -9.82 / -9.82 eV
Frontier orbital gap (spin up / spin down) = 8.906 / 8.907 eV

Geometry as ORCA input:
```
! RIJCOSX wB97M-V def2-TZVPD def2/J DEFGRID3
* xyz 0 1
O 1.07942 0.37490 -3.36166
H -1.18290 0.67649 -0.12868
C -0.02709 0.57036 -0.17381
C -0.51652 -2.04197 -0.98201
H 0.86427 -1.10121 0.59090
H -0.15927 -0.39541 1.71652
H 0.47016 1.32913 -0.69397
Cl 1.12352 -2.35193 -4.11842
C 0.51076 -0.17609 0.94733
H 1.36222 0.34404 1.32108
H -1.25825 -0.72434 -2.32436
N -0.71443 -2.85556 -0.19943
C -0.30379 -1.01327 -1.86308
S 1.26544 -0.84850 -2.67226
*
```


Electronic energy per entry: -74042.3243, -31772.1445, -31136.7516 eV
Energy relative to the best compared isomer or geometry (same formula, charge and spin) per entry: 0.348, 0.000, 4.187 eV